12
Properties=species:S:1:pos:R:3 method="wB97M-V/def2-TZVPD" e_lumo_ev=4.197 de_lowest_ev=0.306 orbital_gap_ha=0.3145 multiplicity=1 charge=-1 homo_energy_ev=-4.36
C -0.40586 0.64082 1.69405
N -0.35810 -0.72298 1.20155
C -0.40207 -0.91927 -0.23998
O -0.40823 -2.10932 -0.60069
O -0.59620 0.11309 -0.93822
H -0.05607 1.27334 0.86469
H 0.31910 0.82624 2.50811
H -1.36001 0.88985 2.20097
H 0.29942 -1.35574 1.62950
H 1.20689 -0.18062 -3.15477
H 0.59393 0.78373 -2.18592
O 1.16719 0.76085 -2.97930